{
  "formula": "C4H34N8O13",
  "method": "ωB97M-V/def2-TZVPD",
  "lumo_ev": -0.604,
  "homo_lumo_gap_ev": 8.91,
  "relative_energy_kcal_mol": 0.0,
  "species": ["H", "O", "N", "H", "H", "H", "H", "O", "H", "H", "O", "C", "C", "H", "O", "O", "H", "N", "H", "O", "H", "H", "H", "H", "N", "O", "N", "H", "H", "H", "N", "H", "H", "H", "O", "H", "N", "H", "H", "H", "O", "O", "H", "H", "C", "O", "H", "H", "O", "C", "H", "H", "H", "H", "N", "H", "H", "O", "N"],
  "positions_angstrom": [[-4.32680, 2.02650, -0.81779], [3.26019, 0.87355, -2.25495], [-2.43688, -2.62227, 4.06263], [-1.38396, 0.83855, -0.89884], [3.55817, 1.50144, 1.43192], [0.58242, -1.70619, 4.64008], [-3.16697, 2.94557, -4.80880], [-3.60284, 1.64371, -0.30805], [-4.03592, 1.14022, 0.38775], [2.08881, -2.29071, 2.14105], [-0.23125, 0.03168, -4.20576], [-1.24794, 3.42252, -4.43006], [0.37924, 0.07506, -0.19308], [-2.04676, -3.21882, -0.74675], [-0.54598, -2.99314, 2.84223], [-1.35941, 4.64964, -4.56245], [1.88161, 3.40991, -0.60842], [-0.28133, -0.87281, 0.51829], [4.15860, 0.69540, -1.95652], [-0.02233, -5.29708, 1.36179], [0.10050, -1.46968, 1.23226], [0.83483, -5.32404, 0.92099], [2.44672, 2.76899, -1.87558], [1.92646, -0.67538, 1.49275], [2.21192, -1.30061, 2.24880], [1.71482, 3.32230, -1.55541], [3.04967, -1.84814, 4.32061], [0.66142, 3.49459, -3.75335], [-0.24932, 0.05673, -3.23288], [0.03403, 1.54091, -1.54419], [-0.42304, -1.72861, 4.70113], [-1.00067, -4.21930, -0.24244], [0.10978, -0.84407, -4.42147], [3.08879, -2.81972, 4.08079], [1.57507, 0.36068, 0.03619], [-0.09507, -4.39021, 1.72170], [-0.39433, 0.74683, -1.07809], [3.53824, -1.53825, 5.14323], [0.03884, 4.32791, -1.53012], [-3.69723, -1.59237, -1.19573], [-0.75728, 4.88368, -1.54740], [-3.25598, -1.57179, -0.33632], [-3.87107, -1.11332, 0.24285], [-3.00081, -3.12879, 3.40460], [2.82162, -0.87015, 3.38959], [3.09366, 0.31218, 3.59761], [-0.86670, 5.13232, -2.47916], [-0.91653, -1.25121, 5.42850], [4.23973, 1.85789, 0.84133], [-1.10339, -2.47904, 3.82403], [-1.18892, -1.12524, 0.16275], [2.71853, 0.76491, -1.45083], [-2.91451, -2.10101, 4.77035], [-2.03656, 1.57463, -4.62431], [-2.25082, 2.54947, -4.73151], [4.38737, 2.75670, 1.15297], [-0.04511, 1.87636, -3.82822], [-1.63621, -4.06633, -0.95672], [-0.10909, 2.87749, -3.92361]],
  "atomic_forces_ev_per_a": [[0.2, 0.1, 0.0], [-0.2, 0.2, 0.1], [-0.1, -0.1, -0.2], [-0.1, 0.0, 0.0], [0.2, 0.0, 0.0], [0.0, 0.2, 0.0], [-0.1, -0.3, -0.1], [-0.1, -0.2, -0.1], [0.0, 0.2, 0.1], [-0.2, 0.0, -0.2], [-0.2, -0.2, 0.4], [0.3, 1.6, 0.3], [0.9, 0.1, 1.7], [0.0, -0.2, 0.1], [-0.3, 0.1, 0.3], [-0.2, -0.8, 0.1], [0.1, -0.1, -0.1], [-0.7, 0.0, -0.7], [0.0, 0.1, 0.0], [0.2, 0.6, -0.3], [0.2, 0.2, 0.0], [-0.1, -0.1, 0.1], [0.0, -0.1, 0.0], [0.7, 0.2, 0.2], [0.2, -0.4, 0.4], [0.1, -0.1, 0.2], [-0.1, 0.1, 0.6], [0.1, -0.1, 0.0], [0.0, -0.3, -0.1], [0.0, 0.1, 0.4], [0.0, 0.1, 0.3], [-0.2, -0.3, 0.0], [0.0, 0.1, 0.0], [0.1, -0.1, -0.1], [-0.9, -0.4, -0.6], [-0.1, -0.5, 0.3], [0.0, 0.3, -1.1], [0.1, -0.1, -0.1], [-0.3, 0.3, -0.2], [0.1, 0.0, 0.1], [0.1, -0.1, 0.0], [0.0, 0.0, -0.2], [0.0, -0.1, 0.0], [0.2, 0.0, -0.1], [-0.2, 1.2, -0.9], [-0.2, -0.7, 0.0], [0.0, -0.1, 0.1], [0.3, 0.1, 0.3], [-0.3, 0.1, 0.0], [0.2, -0.3, -1.0], [-0.2, -0.2, 0.2], [0.1, -0.2, 0.0], [0.0, 0.0, 0.2], [-0.6, -0.2, -0.1], [0.7, 0.1, 0.1], [0.1, -0.1, 0.1], [0.6, 0.4, -0.3], [0.1, 0.3, 0.0], [-0.6, -0.3, -0.2]],
  "mulliken_charge": [0.30, -0.65, -0.42, 0.05, 0.29, 0.24, 0.22, -0.58, 0.28, 0.10, -0.71, 0.62, 0.91, 0.30, -0.73, -0.72, 0.25, 0.03, 0.32, -0.67, 0.02, 0.34, 0.30, 0.23, -0.10, -0.61, -0.41, 0.17, 0.33, 0.12, -0.34, 0.38, 0.31, 0.19, -1.03, 0.46, -0.06, 0.24, 0.36, 0.30, -0.66, -0.57, 0.21, 0.24, 0.48, -0.67, 0.33, 0.16, -0.60, 0.57, 0.00, 0.35, 0.17, 0.20, -0.36, 0.28, 0.04, -0.65, -0.10]
}



{
  "formula": "C4H34NO12",
  "method": "ωB97M-V/def2-TZVPD",
  "charge": 1,
  "lumo_ev": -2.498,
  "homo_lumo_gap_ev": 10.59,
  "relative_energy_kcal_mol": 70.1,
  "species": ["H", "H", "H", "H", "H", "H", "H", "O", "H", "H", "H", "H", "H", "O", "H", "H", "H", "H", "H", "H", "H", "O", "O", "N", "O", "H", "H", "O", "O", "H", "H", "O", "H", "C", "H", "C", "C", "H", "H", "H", "H", "O", "C", "H", "O", "H", "O", "H", "H", "O", "H"],
  "positions_angstrom": [[-0.10714, 1.98054, -1.08560], [-4.05603, -3.20151, -0.99610], [1.56146, 2.13403, 2.57214], [0.27540, -1.19027, 1.48765], [-1.86103, 1.24814, 2.25128], [-2.56616, -2.86021, -0.93857], [4.46120, -3.44800, -0.25022], [0.06634, 0.89493, 4.67751], [-0.74354, 0.54137, 4.24895], [-2.10175, -0.23990, 2.47897], [-1.42879, -0.88186, -3.69615], [-1.67861, -2.52706, 1.19990], [-0.72696, -0.71223, -0.46923], [3.86453, -2.77534, 0.10113], [-2.72146, 1.20620, -4.26678], [-2.19901, -0.21317, -1.48749], [0.89256, -0.36450, -2.52227], [0.96789, 0.27871, 1.28934], [0.71371, 6.15878, 1.08910], [0.10855, 0.49127, 5.55006], [-0.97514, -3.17542, 2.65358], [-2.85930, -0.43210, -0.82628], [-3.19898, -3.55991, -0.74932], [0.90329, -0.66533, 0.87496], [1.62863, 1.18601, 2.61312], [2.67865, 0.78650, -0.20016], [0.32848, 4.02880, -0.82926], [0.00925, 1.30389, -1.78856], [-1.97679, 0.59376, 2.95063], [-3.74737, -0.09148, -0.92411], [1.78401, 5.35259, 1.41238], [-1.01596, -2.61651, 1.88250], [2.24967, 1.94793, -1.32822], [0.94159, 0.22121, -1.61383], [0.78484, -2.86952, -0.17140], [0.69033, -2.18022, -1.01705], [2.27523, 0.85835, -1.20961], [4.43922, -2.34525, 0.74635], [-0.06062, -2.58454, -1.68150], [3.11094, 0.43594, -1.77794], [0.04328, 3.74314, 0.64123], [-1.15461, -1.81011, -3.55942], [0.36358, -0.78003, -0.53300], [-1.43494, 1.28574, -3.42427], [-2.16731, 0.69673, -3.66605], [1.64397, -2.18382, -1.55110], [-0.13570, 3.41814, -0.24875], [1.86154, -1.01687, 0.80229], [-1.95202, -2.32592, -3.71154], [0.81150, 5.25579, 1.44191], [1.40960, 1.00260, 3.55879]],
  "atomic_forces_ev_per_a": [[0.6, -0.5, 0.2], [0.0, 0.1, 0.0], [0.1, 0.7, -0.1], [0.3, -0.8, 0.2], [-0.1, 0.1, 0.1], [-0.2, 0.2, -0.3], [-0.3, -0.1, -0.2], [-0.1, -0.5, 0.4], [0.3, 0.4, 0.0], [-0.1, 0.0, 0.1], [-0.1, -0.4, -0.2], [-1.0, -1.3, 0.6], [0.4, 0.5, 0.2], [0.4, 0.1, 0.2], [0.0, -0.1, -0.1], [-0.9, 0.7, -0.8], [0.5, 0.3, -0.3], [0.1, 0.1, 0.0], [-1.3, -0.2, 0.1], [0.0, 0.1, 0.1], [-1.3, -0.6, -0.4], [0.5, -1.1, 1.5], [0.2, -0.2, 0.2], [0.0, 0.7, -1.4], [0.4, -0.2, 0.3], [-0.7, -0.5, 0.5], [0.0, 0.1, 0.1], [-0.8, -0.7, -1.2], [0.0, -0.3, -0.4], [0.3, 0.4, -0.8], [-0.1, -1.1, 0.5], [2.1, 2.1, -0.3], [-0.1, -0.4, -0.6], [-1.5, 1.6, 3.0], [0.0, 0.0, -0.1], [0.6, -0.8, 0.6], [1.4, -0.2, -0.5], [-0.1, 0.1, 0.0], [-0.1, 0.2, -0.2], [-0.2, 0.3, -0.3], [0.0, 0.3, 0.0], [0.1, 0.2, 0.2], [-0.1, -0.5, -1.0], [0.0, -0.1, 0.2], [0.1, 0.5, 0.0], [0.0, -0.1, 0.1], [-0.2, -0.3, -0.1], [-0.2, -0.3, 0.7], [0.0, 0.0, -0.1], [1.6, 1.5, -0.4], [-0.4, -0.1, -0.4]],
  "mulliken_charge": [0.40, 0.33, 0.27, 0.32, 0.30, 0.31, 0.29, -0.67, 0.40, 0.31, 0.33, 0.28, -0.30, -0.57, 0.28, 0.34, 0.63, 0.37, 0.31, 0.33, 0.24, -0.59, -0.63, 0.06, -0.66, 0.35, 0.27, -0.47, -0.69, 0.24, 0.33, -0.57, 0.36, 0.28, 0.43, -1.67, -1.56, 0.29, 0.34, 0.33, 0.31, -0.58, 0.54, 0.29, -0.66, 0.48, -0.63, 0.34, 0.29, -0.65, 0.33]
}



{
  "formula": "C4H35N2O13",
  "method": "ωB97M-V/def2-TZVPD",
  "charge": 1,
  "lumo_ev": -2.183,
  "homo_lumo_gap_ev": 10.23,
  "relative_energy_kcal_mol": 0.0,
  "species": ["O", "O", "H", "H", "H", "O", "H", "O", "N", "H", "O", "O", "H", "H", "H", "H", "C", "H", "H", "C", "O", "H", "H", "H", "H", "H", "H", "O", "H", "C", "H", "H", "H", "H", "O", "O", "C", "H", "H", "H", "H", "H", "H", "O", "H", "H", "H", "H", "O", "H", "N", "H", "H", "O"],
  "positions_angstrom": [[-3.26025, 1.06264, -0.40826], [-2.34344, -1.43242, -0.66153], [-0.66979, -1.43269, 2.52410], [1.85858, -1.06825, -2.78661], [-0.40970, -0.73779, -3.04979], [-2.71123, 1.94651, 2.05738], [1.43349, -1.41882, -4.23618], [2.75044, 2.54234, 0.50652], [-1.75333, -3.25768, 0.40648], [-0.11838, 3.18675, 0.33012], [-1.36865, -0.41001, -2.92053], [-1.55427, 1.95861, -2.26149], [0.07160, 0.67605, -0.25408], [1.14701, -0.38536, -0.94044], [1.81380, 2.95153, 3.58681], [-0.38815, -3.64195, 1.97508], [-0.15855, -1.30520, 0.42361], [-2.97458, 0.10920, -0.41886], [3.12874, 0.88302, 0.72301], [-0.32843, -0.68852, 1.80177], [-0.70233, 3.68709, 1.84046], [-3.53609, 2.02716, 2.56431], [1.21320, 2.62234, -0.25141], [0.64524, -0.28750, 2.11199], [1.04124, -2.72622, -2.19692], [-1.42666, 3.06802, 2.01412], [-1.39293, 0.77836, -2.65238], [3.08320, -1.23808, -1.56348], [-1.60955, -0.82281, -2.06158], [-1.46750, -1.98832, 0.02836], [2.72996, -2.13050, -1.28471], [1.73026, -4.12111, -1.95252], [-0.78754, 2.22558, -1.62749], [-1.32096, -5.08165, 1.45446], [1.38192, -3.32843, -1.51070], [1.76759, 3.39730, 2.82271], [-0.79990, -4.11519, 1.11402], [-0.02093, -4.45121, 0.43730], [-2.93436, 1.63553, 1.20169], [-2.68118, -3.66236, 0.08607], [3.34566, 3.14651, 0.19026], [4.16171, -0.10866, 1.30325], [0.81034, 3.50997, 2.55620], [3.28492, -0.06864, 0.84343], [2.48883, 2.86807, 1.35715], [0.65141, -2.08315, 0.41507], [3.22566, -0.79356, -0.72938], [-2.25779, 1.80578, -1.52183], [1.11848, -1.34136, -3.32651], [-1.05594, 0.11582, 1.81578], [0.14180, -0.33185, -0.61693], [-1.05340, 4.60939, 1.88178], [-4.20423, 0.90916, -0.65927], [0.26491, 2.73658, -0.48040]],
  "atomic_forces_ev_per_a": [[-1.5, -1.1, -0.4], [0.0, 0.7, 0.0], [0.1, 0.0, 0.1], [1.3, 0.5, 0.7], [-1.0, 0.7, -0.1], [0.2, 0.8, 2.3], [-0.1, 0.0, 0.1], [-1.6, -2.6, -0.3], [-0.3, 0.0, 0.0], [0.3, -0.4, -0.9], [1.0, 0.2, -0.6], [-0.1, -0.4, 2.3], [-0.1, -2.0, -0.6], [-1.5, -0.2, 0.7], [0.2, -2.5, 4.4], [0.3, 0.4, 0.6], [0.5, -0.7, -0.5], [0.7, 0.1, 0.0], [0.0, 0.2, 0.0], [0.5, -0.2, 0.3], [0.2, 1.7, -0.1], [0.5, 0.0, -0.3], [-0.2, 0.0, -0.3], [-0.2, -0.1, 0.1], [0.1, -0.4, -0.2], [-0.8, -0.3, 0.2], [0.1, -0.1, 0.0], [-0.7, -1.5, -0.6], [-0.3, 0.0, 0.2], [-1.2, -1.9, 0.0], [0.5, 0.9, -0.5], [-0.3, 0.4, 0.1], [-0.4, -0.1, -1.2], [0.6, 1.6, -0.4], [0.0, -0.7, 0.2], [-0.9, 2.6, -4.8], [-1.3, -2.2, -0.4], [0.3, 0.2, 0.0], [-0.7, -0.6, -1.8], [1.8, 1.0, 0.5], [2.5, 2.3, -1.5], [-1.2, -0.1, -0.6], [0.9, -0.2, 0.6], [1.3, -0.3, 0.9], [-0.6, 0.5, 2.0], [-0.8, 0.6, 0.2], [0.4, 0.7, 0.9], [0.6, 0.1, -1.5], [-1.2, -0.3, -1.2], [-0.2, 0.2, -0.2], [1.7, 2.2, 0.4], [0.3, -1.2, 0.0], [0.8, 0.8, 0.2], [-0.4, 0.3, 0.9]],
  "mulliken_charge": [-0.84, -0.96, 0.40, 0.38, 0.54, -0.72, 0.26, -0.77, -0.13, 0.41, -0.73, -0.67, -0.18, 0.15, 0.27, 0.27, 0.68, 0.40, 0.45, -1.37, -0.79, 0.31, 0.35, 0.29, 0.41, 0.42, 0.51, -0.84, 0.38, 0.11, 0.40, 0.27, 0.39, 0.30, -0.64, -0.74, -0.78, 0.25, 0.41, 0.38, 0.26, 0.29, 0.46, -0.69, 0.40, 0.52, 0.39, 0.56, -0.68, 0.26, 0.11, 0.30, 0.33, -0.75]
}